Entry from OMol25: a structure of composition C32H34N12S2Tl at a distorted geometry (the ωB97M-V functional and the def2-TZVPD basis).

Geometry (Å):
H  -20.5238  -5.7628  17.5536
H  -20.0042  -3.6010  15.0202
N  -15.6409  -6.4268  10.2548
C  -11.8382  -6.7990  8.6687
C  -23.5448  -6.5618  13.2137
C  -12.9233  -7.3825  7.9721
C  -13.2397  -6.0722  10.4219
H  -21.7252  -2.7274  14.2186
N  -22.3677  -1.6162  12.5985
C  -21.1909  -0.7375  12.4002
C  -21.5161  -6.0294  15.8392
C  -14.1715  -7.2310  8.5460
N  -22.0475  -2.4583  10.3579
H  -23.8310  -2.4858  11.4053
H  -15.0752  -7.5946  8.0160
H  -23.0077  -3.4333  13.1678
C  -22.9952  -1.8030  11.2634
H  -21.5113  0.2237  12.0731
C  -26.5719  -8.5041  14.4379
H  -20.6611  -0.6541  13.3338
H  -26.9678  -9.5241  14.3218
S  -18.5230  -6.1796  11.0523
H  -20.7231  -7.3495  9.7412
C  -16.5358  -2.7315  16.6069
C  -16.5899  -3.4654  15.4102
N  -21.9305  -6.9928  11.3692
C  -24.2732  -6.9649  10.8611
C  -24.0684  -7.0843  9.5016
C  -25.4003  -8.1797  13.7851
H  -19.8734  -2.2959  17.0383
C  -24.8936  -6.8633  13.8041
C  -21.7063  -7.1563  10.0419
H  -20.2127  -2.1802  9.4843
H  -19.3840  -2.4117  13.0660
H  -18.9963  -3.1700  11.5743
C  -21.6654  -3.7291  10.9476
H  -24.8269  -8.9650  13.2776
C  -20.8552  -1.6553  10.1922
C  -22.0759  -2.8856  13.2131
C  -17.8301  -3.7376  14.7828
C  -17.6955  -2.3023  17.1984
S  -20.0356  -6.7450  15.1832
H  -16.3818  -6.9447  9.7707
H  -10.8491  -6.9064  8.2702
N  -21.4425  -5.7823  17.1483
N  -22.5928  -5.7883  15.1991
C  -25.6415  -5.8267  14.4643
H  -21.1497  -0.7053  9.6462
C  -11.9780  -6.1383  9.8727
C  -14.3451  -6.5662  9.7595
C  -26.7530  -6.1814  15.0732
C  -23.2315  -6.8912  11.7423
H  -12.7895  -7.9106  7.0394
H  -27.3919  -5.4791  15.6562
C  -17.0654  -5.4934  11.7855
N  -15.8703  -5.7463  11.3970
C  -18.9937  -3.3216  15.4118
N  -20.2030  -1.3640  11.4809
C  -19.8012  -2.6229  12.1310
H  -24.9161  -7.1413  8.8855
C  -27.2616  -7.5041  15.0627
H  -22.4728  -7.2282  8.1207
Tl  -20.1598  -5.7447  12.8601
N  -20.9873  -3.5636  12.3307
H  -23.3202  -0.8637  10.8511
H  -28.2642  -7.6085  15.4768
H  -22.2002  -5.4320  17.7406
N  -16.9474  -4.7449  12.9484
H  -11.1555  -5.7412  10.3710
H  -15.5531  -2.6173  17.0519
H  -20.9725  -4.2468  10.2938
N  -17.9952  -4.4717  13.5705
N  -22.5151  -6.0711  13.8759
C  -22.7420  -7.1273  9.1291
C  -18.9478  -2.5815  16.5621
H  -25.2910  -6.8644  11.2282
H  -13.4412  -5.7091  11.4440
H  -22.4996  -4.3680  11.0276
H  -17.6529  -1.7981  18.1421
H  -25.2724  -4.8243  14.4694
H  -15.7298  -3.8457  14.9157

The calculated total energy comes out at -2865.4317 a.u. Its HOMO-LUMO gap is 6.4 eV. Its total charge is +1. The calculation puts the lowest unoccupied orbital energy at -3.403 eV.